C21H27F2N5PdS as an isolated structure. Source: the OMol25 dataset; level of theory: wB97M-V/def2-TZVPD.

Results
- LUMO energy (alpha / beta): -8.88 / -8.89 eV
- Gap between HOMO and LUMO (alpha / beta): 4.682 / 4.669 eV
- Electronic energy: -49399.3625 eV
- Total charge: +2
- ΔE to the lowest compared entry with this formula, charge and spin: 0.0 kcal/mol

Cartesian coordinates (Å):
Pd: -1.041 0.271 0.472
C: -3.823 -1.558 -0.088
N: -2.383 -1.843 -0.027
C: -2.041 -2.558 1.226
C: -1.771 -2.217 -1.203
C: -2.470 -2.683 -2.316
C: -1.788 -3.026 -3.464
C: -0.382 -2.880 -3.569
C: 0.331 -2.433 -2.506
C: -0.344 -2.090 -1.292
N: 0.218 -1.474 -0.262
C: 1.466 -1.644 0.203
C: 2.323 -2.710 -0.203
C: 3.586 -2.813 0.306
C: 4.034 -1.879 1.249
C: 3.200 -0.862 1.709
C: 1.912 -0.742 1.234
N: 1.005 0.209 1.783
C: 1.578 1.566 1.890
C: 0.483 -0.253 3.093
H: -4.417 -2.476 -0.098
H: -4.054 -0.963 -0.968
H: -4.096 -1.001 0.806
H: -2.617 -3.486 1.283
H: -2.314 -1.941 2.078
H: -0.988 -2.807 1.273
H: -3.538 -2.831 -2.271
H: -2.345 -3.426 -4.303
H: 0.118 -3.114 -4.499
H: 1.395 -2.259 -2.585
H: 1.953 -3.452 -0.896
H: 4.230 -3.625 -0.003
H: 5.031 -1.973 1.662
H: 3.560 -0.183 2.472
H: 2.281 1.653 2.725
H: 0.771 2.275 2.053
H: 2.095 1.812 0.965
H: 1.285 -0.340 3.836
H: 0.019 -1.234 2.988
H: -0.247 0.465 3.460
C: 2.370 3.583 -1.564
N: 1.069 4.072 -1.110
C: 0.809 5.397 -0.782
C: -0.482 5.471 -0.418
N: -0.991 4.193 -0.540
C: -0.050 3.337 -0.959
S: -0.237 1.683 -1.401
H: 2.695 4.159 -2.426
H: 2.277 2.540 -1.843
H: 3.103 3.693 -0.768
H: 1.566 6.161 -0.828
H: -1.069 6.311 -0.091
H: -1.938 3.922 -0.337
F: -2.203 2.564 1.299
C: -2.650 1.314 0.968
F: -2.888 0.670 2.143
H: -3.594 1.455 0.446